Entry 1:
Formula: C4H6N2O
Source: the Open Molecules 2025 dataset
Level of theory: ωB97M-V/def2-TZVPD

Element x y z (Å)
C -0.209 -0.782 0.155
C 0.224 0.731 0.317
C 1.669 0.581 0.028
C 2.004 -0.751 -0.064
H -2.359 0.631 -0.588
H -3.227 -0.593 -0.341
H -0.198 1.374 -0.435
H -0.205 1.249 1.226
H 2.403 1.485 -0.363
H 2.892 -1.177 -0.306
N -2.393 -0.025 0.111
N -1.466 -1.112 0.008
O 0.865 -1.612 0.254

Summary:
- LUMO level: 0.94 eV
- ΔE to the lowest compared entry with this formula, charge and spin: 92.9 kcal/mol
- SMILES string: N/N=C1\CC=CO1

Löwdin population analysis, charges in e, atoms 1 to 2: number 1, C, carries -0.335; number 2, C, carries -0.134



Entry 2:
Formula: C4H9NO2
Source: the Open Molecules 2025 dataset
Level of theory: ωB97M-V/def2-TZVPD

Element x y z (Å)
C -0.942 -1.807 1.144
O -0.196 -0.675 0.663
C 1.311 -0.031 0.255
C 0.556 0.904 -0.606
N -0.054 0.437 -1.626
O 0.436 -0.807 -1.983
C 0.062 2.192 -0.021
H -1.990 -1.454 1.276
H -1.024 -2.681 0.468
H -0.626 -2.164 2.126
H 1.922 -0.768 -0.258
H 1.947 0.523 0.987
H -0.266 -1.181 -2.526
H 0.861 2.899 0.224
H -0.472 1.949 0.906
H -0.639 2.661 -0.713

Summary:
- LUMO level: 0.72 eV
- ΔE to the lowest compared entry with this formula, charge and spin: 129.7 kcal/mol
- SMILES string: COC/C(C)=N\O

Löwdin population analysis, charges in e, atoms 1 to 2: number 1, C, carries -0.123; number 2, O, carries -0.249



Entry 3:
Formula: C12H24Cl12
Source: the Open Molecules 2025 dataset
Level of theory: ωB97M-V/def2-TZVPD

Element x y z (Å)
Cl -16.584 7.035 -12.528
C -15.823 5.883 -13.644
C -15.771 4.577 -12.753
Cl -14.785 3.434 -13.733
H -14.861 6.363 -13.822
H -16.347 5.718 -14.586
H -16.798 4.276 -12.546
H -15.236 4.705 -11.812
Cl -19.403 5.335 -5.436
C -19.795 5.473 -7.143
C -18.484 6.070 -7.797
Cl -18.113 7.683 -7.186
H -20.747 5.970 -7.331
H -19.971 4.476 -7.546
H -18.424 6.127 -8.883
H -17.735 5.333 -7.509
Cl -18.651 -0.953 -8.870
C -17.438 -2.238 -8.650
C -16.267 -2.217 -9.489
Cl -16.856 -2.583 -11.220
H -17.918 -3.216 -8.698
H -17.074 -2.189 -7.624
H -15.609 -3.016 -9.147
H -15.789 -1.238 -9.443
Cl -23.067 4.951 -13.009
C -22.647 4.413 -14.638
C -21.265 4.936 -15.031
Cl -19.827 4.364 -14.165
H -23.428 4.673 -15.354
H -22.560 3.329 -14.561
H -21.322 6.024 -15.060
H -21.076 4.530 -16.025
Cl -21.960 2.264 -9.784
C -20.244 1.926 -9.839
C -19.505 3.175 -10.387
Cl -17.800 3.034 -10.265
H -20.087 0.944 -10.285
H -19.818 1.612 -8.886
H -19.791 4.101 -9.888
H -19.637 3.320 -11.459
Cl -20.781 -4.094 -10.415
C -20.268 -2.771 -11.539
C -21.381 -1.672 -11.682
Cl -22.988 -2.213 -12.207
H -20.211 -3.229 -12.526
H -19.294 -2.423 -11.192
H -20.968 -0.909 -12.341
H -21.533 -1.388 -10.640

Summary:
- LUMO level: 0.33 eV
- ΔE to the lowest compared entry with this formula, charge and spin: 44.8 kcal/mol
- SMILES string: ClCCCl.ClCCCl.ClCCCl.ClCCCl.ClCCCl.ClCCCl

Löwdin population analysis, charges in e, atoms 1 to 2: number 1, Cl, carries 0.542; number 2, C, carries -0.652



Entry 4:
Formula: C4H9NO
Source: the Open Molecules 2025 dataset
Level of theory: ωB97M-V/def2-TZVPD

Element x y z (Å)
C 1.720 0.660 0.017
C 0.573 0.215 -0.890
N -0.532 -0.111 0.015
C -1.498 -1.135 -0.326
C -0.690 0.558 1.195
O -0.325 1.688 1.482
H 2.154 -0.227 0.512
H 1.242 1.429 0.703
H 2.519 1.174 -0.511
H 0.773 -0.692 -1.486
H 0.321 1.013 -1.602
H -1.011 -2.032 -0.725
H -2.222 -0.770 -1.069
H -2.056 -1.407 0.575
H -1.201 -0.052 1.951

Summary:
- LUMO level: 0.87 eV
- ΔE to the lowest compared entry with this formula, charge and spin: 32.0 kcal/mol
- SMILES string: CCN(C)C=O

Löwdin population analysis, charges in e, atoms 1 to 2: number 1, C, carries -0.095; number 2, C, carries -0.203



Entry 5:
Formula: C2H4NO2
Source: the Open Molecules 2025 dataset
Level of theory: ωB97M-V/def2-TZVPD

Element x y z (Å)
C 1.137 -0.027 -0.062
C -0.237 -0.433 -0.450
N 0.093 0.965 0.368
O -0.894 -1.367 0.251
O 2.315 -0.110 -0.029
H -0.574 -0.347 -1.562
H -0.106 1.032 1.344
H -1.821 -1.647 0.106
H 0.087 1.933 0.033

Summary:
- LUMO level: -5.42 eV
- ΔE to the lowest compared entry with this formula, charge and spin: 44.9 kcal/mol
- Total charge: +1
- SMILES string: O=C1[NH2+][C@@H]1O

Löwdin population analysis, charges in e, atoms 1 to 2: number 1, C, carries -0.242; number 2, C, carries -0.119



Entry 6:
Formula: C3H6OSi
Source: the Open Molecules 2025 dataset
Level of theory: ωB97M-V/def2-TZVPD

Element x y z (Å)
C 0.692 -0.416 0.424
C 1.056 -1.723 -0.169
C 1.778 -1.024 0.951
O -0.279 0.613 0.296
Si -1.716 1.926 -0.444
H 0.509 -2.660 0.089
H 1.646 -1.813 -1.117
H 2.408 -1.143 1.724
H -1.315 2.133 -1.842
H -1.913 3.066 0.632
H -2.867 1.040 -0.545

Summary:
- LUMO level: -0.31 eV
- ΔE to the lowest compared entry with this formula, charge and spin: 98.5 kcal/mol
- SMILES string: [SiH3]OC1=CC1

Löwdin population analysis, charges in e, atoms 1 to 2: number 1, C, carries -0.307; number 2, C, carries -0.156



Entry 7:
Formula: C28H26NO6S
Source: the Open Molecules 2025 dataset
Level of theory: ωB97M-V/def2-TZVPD

Element x y z (Å)
C 2.435 -4.150 -1.490
C 1.440 -3.226 -2.148
O 0.234 -3.189 -1.438
C -0.559 -2.193 -1.963
C -1.787 -2.005 -1.342
S -2.969 -0.752 -1.825
C -4.394 -1.846 -1.700
C -4.773 -2.565 -2.808
C -5.853 -3.419 -2.737
C -6.553 -3.546 -1.554
C -6.175 -2.810 -0.448
C -5.094 -1.956 -0.524
O -3.103 0.200 -0.662
O -2.973 -0.389 -3.290
O -0.179 -1.499 -2.916
H 3.341 -4.269 -2.088
H 2.720 -3.769 -0.506
H 1.986 -5.135 -1.341
H 1.816 -2.193 -2.210
H 1.182 -3.537 -3.171
H -2.053 -2.646 -0.532
H -4.227 -2.435 -3.728
H -6.127 -4.007 -3.595
H -7.399 -4.210 -1.498
H -6.701 -2.928 0.483
H -4.799 -1.359 0.323
C 5.682 -1.986 0.426
N 5.370 -0.656 0.947
C 6.058 -0.284 2.185
C 4.208 0.060 0.524
C 2.986 -0.087 1.193
C 1.920 0.709 0.882
C 2.012 1.691 -0.115
C 0.920 2.590 -0.419
C 0.024 3.092 0.464
C -1.047 4.012 0.080
O -1.294 4.409 -1.040
C -1.720 4.418 1.317
C -1.077 3.842 2.410
C -1.478 4.140 3.699
C -2.529 5.021 3.875
C -3.181 5.577 2.783
C -2.788 5.278 1.495
C 0.016 2.987 1.931
O 0.771 2.361 2.646
C 3.223 1.796 -0.820
C 4.296 1.012 -0.502
H 5.078 -2.184 -0.457
H 6.734 -2.044 0.154
H 5.467 -2.744 1.177
H 5.680 0.675 2.535
H 5.886 -1.032 2.958
H 7.128 -0.194 2.003
H 2.910 -0.822 1.973
H 1.009 0.621 1.447
H 0.841 2.947 -1.434
H -0.966 3.700 4.537
H -2.841 5.286 4.872
H -4.001 6.262 2.941
H -3.283 5.698 0.635
H 3.316 2.552 -1.580
H 5.235 1.130 -1.014

Summary:
- LUMO level: 1.32 eV
- ΔE to the lowest compared entry with this formula, charge and spin: 12.7 kcal/mol
- Total charge: -1

Löwdin population analysis, charges in e, atoms 1 to 2: number 1, C, carries -0.083; number 2, C, carries -0.298



Entry 8:
Formula: C2H3Br3ClP
Source: the Open Molecules 2025 dataset
Level of theory: ωB97M-V/def2-TZVPD

Element x y z (Å)
C -0.631 2.050 1.025
C 0.432 1.091 0.921
P 2.052 1.835 0.957
Cl 0.229 -0.585 0.878
Br 3.204 0.284 -0.406
Br 1.419 3.935 -0.378
Br -3.996 0.531 0.590
H -1.654 1.756 0.879
H -0.399 2.881 0.325
H -0.635 2.562 2.018

Summary:
- LUMO level (spin up / spin down): -2.29 / -3.98 eV
- ΔE to the lowest compared entry with this formula, charge and spin: 81.2 kcal/mol

Löwdin population analysis, charges in e, atoms 1 to 2: number 1, C, carries -0.297; number 2, C, carries -1.123



Entry 9:
Formula: C21H10ClNO7
Source: the Open Molecules 2025 dataset
Level of theory: ωB97M-V/def2-TZVPD

Element x y z (Å)
N 1.585 -0.476 -2.935
C 1.296 0.066 -3.909
O 0.938 0.630 -5.013
C 0.371 1.859 -4.689
C -0.868 2.026 -4.263
C -1.918 0.989 -4.199
C -3.297 1.545 -3.923
O -3.645 2.065 -2.920
Cl -4.467 1.393 -5.272
C -0.867 3.421 -3.735
O -1.536 3.848 -2.859
O 0.315 4.106 -4.106
C 0.958 3.209 -4.918
O 1.572 3.502 -5.891
H -1.680 0.113 -3.610
H -1.990 0.647 -5.228
C 3.115 -2.470 0.396
C 3.469 -3.176 1.541
C 2.738 -3.024 2.706
C 1.653 -2.157 2.735
C 1.312 -1.433 1.590
C 2.040 -1.600 0.420
C 0.181 -0.464 1.607
O -0.120 0.160 0.611
C -0.567 -0.276 2.882
C -1.590 0.661 2.936
C -2.303 0.838 4.108
C -2.002 0.074 5.231
C -0.980 -0.859 5.184
C -0.254 -1.032 4.014
C 0.864 -2.017 3.990
O 1.127 -2.684 4.969
H 3.683 -2.597 -0.516
H 4.318 -3.848 1.523
H 3.007 -3.575 3.596
H 1.767 -1.047 -0.467
H -1.823 1.251 2.061
H -3.096 1.572 4.150
H -2.565 0.209 6.145
H -0.741 -1.451 6.056

Summary:
- LUMO level: -1.48 eV
- SMILES string: N#COC1=C(CC(=O)Cl)C(=O)OC1=O.O=C1c2ccccc2C(=O)c2ccccc21

Löwdin population analysis, charges in e, atoms 1 to 2: number 1, N, carries 0.227; number 2, C, carries -0.299



Entry 10:
Formula: H16O8
Source: the Open Molecules 2025 dataset
Level of theory: ωB97M-V/def2-TZVPD

Element x y z (Å)
H 1.595 -0.046 -0.527
H 0.231 0.111 0.199
H 0.759 -0.905 1.943
H -0.388 -1.376 0.957
H 0.715 3.297 -2.250
H 1.287 4.277 -1.168
H 5.103 1.888 0.605
H 3.600 1.701 0.363
H -2.507 -2.391 0.513
H -2.908 -3.688 -0.308
H -4.240 -0.451 -1.105
H -3.069 -1.524 -0.962
H 4.276 -2.641 0.032
H 4.293 -2.935 -1.404
H -3.556 1.922 1.495
H -3.820 3.493 1.509
O 0.830 -0.465 -0.294
O -0.087 -1.466 1.855
O 0.452 3.981 -1.578
O 4.245 1.722 1.022
O -2.265 -2.946 -0.175
O -4.061 -1.374 -1.114
O 3.623 -2.862 -0.714
O -4.107 2.677 1.108

Summary:
- LUMO level: -0.22 eV
- ΔE to the lowest compared entry with this formula, charge and spin: 91.5 kcal/mol
- SMILES string: O.O.O.O.O.O.O.O

Löwdin population analysis, charges in e, atoms 1 to 2: number 1, H, carries -0.011; number 2, H, carries 0.053



Entry 11:
Formula: C42H74CoN5SbSi7Te
Source: the Open Molecules 2025 dataset
Level of theory: ωB97M-V/def2-TZVPD

Element x y z (Å)
Co -0.087 -0.283 0.127
C 4.105 1.745 -0.681
Sb 2.527 0.375 -0.082
C 0.650 1.240 -0.972
C 0.827 0.826 -2.341
C -0.206 0.824 -3.297
C 0.083 0.514 -4.604
C 1.392 0.179 -4.954
C 2.334 0.120 -3.949
N 2.067 0.415 -2.684
Si 0.161 3.070 -0.849
C 1.672 4.127 -1.382
C -0.568 3.568 0.843
C -1.172 3.571 -2.126
C 2.784 0.227 2.194
C 1.446 0.167 2.803
C 1.317 -0.115 4.172
C 0.107 0.035 4.807
C -0.982 0.474 4.061
C -0.811 0.645 2.709
N 0.354 0.451 2.074
Si 3.828 -1.371 2.560
C 2.678 -2.884 2.800
C 4.862 -1.334 4.160
C 5.018 -1.720 1.103
Si 3.636 1.833 2.871
C 3.521 2.016 4.763
C 5.500 1.880 2.470
C 2.695 3.359 2.215
H 3.871 2.036 -1.696
H 5.029 1.181 -0.682
H 4.194 2.606 -0.034
H -1.207 1.057 -2.980
H -0.693 0.538 -5.354
H 1.661 -0.031 -5.975
H 3.360 -0.158 -4.152
H 2.472 4.171 -0.652
H 1.357 5.150 -1.569
H 2.090 3.749 -2.313
H -0.149 3.040 1.690
H -1.639 3.392 0.842
H -0.415 4.630 1.009
H -0.829 3.451 -3.148
H -1.413 4.619 -1.980
H -2.097 3.016 -2.016
H 2.191 -0.419 4.716
H 0.005 -0.161 5.862
H -1.936 0.673 4.519
H -1.631 0.968 2.083
H 1.802 -2.629 3.389
H 3.211 -3.661 3.338
H 2.337 -3.315 1.863
H 4.246 -1.497 5.038
H 5.401 -0.407 4.303
H 5.595 -2.133 4.137
H 4.495 -1.875 0.159
H 5.603 -2.614 1.300
H 5.723 -0.908 0.960
H 3.974 1.195 5.304
H 2.495 2.113 5.102
H 4.044 2.920 5.056
H 6.053 1.264 3.170
H 5.860 2.897 2.594
H 5.774 1.556 1.475
H 1.963 3.684 2.952
H 2.152 3.176 1.293
H 3.367 4.196 2.047
C 3.947 -3.584 -3.302
Si 2.395 -4.671 -3.546
C 2.914 -6.470 -3.944
C 1.350 -3.961 -4.985
Si 0.996 -4.642 -1.527
Te 1.408 -2.142 -0.707
Si 1.951 -6.099 0.160
C 3.791 -5.605 0.362
C 0.967 -5.894 1.794
C 1.866 -7.942 -0.347
Si -1.187 -5.488 -2.090
C -2.101 -6.042 -0.494
C -0.978 -7.050 -3.175
C -2.233 -4.211 -3.065
H 4.625 -3.621 -4.151
H 4.504 -3.891 -2.424
H 3.649 -2.549 -3.161
H 3.429 -6.541 -4.897
H 2.050 -7.121 -3.992
H 3.581 -6.861 -3.185
H 1.938 -3.818 -5.887
H 0.934 -2.998 -4.707
H 0.527 -4.620 -5.237
H 3.900 -4.529 0.282
H 4.395 -6.056 -0.418
H 4.212 -5.913 1.314
H 0.563 -4.890 1.879
H 1.580 -6.077 2.671
H 0.133 -6.585 1.833
H 2.312 -8.102 -1.321
H 0.840 -8.289 -0.394
H 2.391 -8.578 0.361
H -1.726 -7.004 -0.162
H -3.170 -6.148 -0.648
H -1.948 -5.344 0.322
H -0.322 -7.766 -2.693
H -0.545 -6.808 -4.138
H -1.924 -7.550 -3.361
H -2.232 -3.245 -2.571
H -3.265 -4.527 -3.180
H -1.825 -4.066 -4.060
C -2.826 -2.232 -0.102
C -1.952 -1.247 0.326
N -2.063 0.035 -0.067
C -3.060 0.383 -0.859
C -4.053 -0.510 -1.265
C -3.897 -1.853 -0.893
C -5.159 -0.096 -2.108
C -5.861 1.050 -2.079
C -5.817 2.129 -1.110
C -6.633 3.256 -1.289
C -6.568 4.245 -0.324
N -5.778 4.144 0.735
C -5.058 3.040 0.822
N -5.032 2.040 -0.030
H -2.693 -3.261 0.190
H -1.132 -1.420 1.046
H -3.085 1.410 -1.184
H -4.627 -2.587 -1.196
H -5.436 -0.830 -2.857
H -6.623 1.190 -2.837
H -7.276 3.351 -2.148
H -7.157 5.150 -0.393
H -4.409 2.953 1.685

Summary:
- LUMO level (spin up / spin down): -2.92 / -3.97 eV
- Total charge: +1
- Spin multiplicity: 5

Löwdin population analysis, charges in e, atoms 1 to 2: number 1, Co, carries 0.120; number 2, C, carries -0.234



Entry 12:
Formula: C4H13N3
Source: the Open Molecules 2025 dataset
Level of theory: ωB97M-V/def2-TZVPD

Element x y z (Å)
N -0.290 1.248 0.158
C 0.306 0.144 -0.463
C -0.164 -1.241 0.197
C -1.547 -1.256 0.760
N -2.495 -0.651 -0.269
C 1.948 0.159 -0.082
N 2.371 1.540 -0.490
H 0.386 1.690 0.800
H -1.316 1.051 0.377
H 0.288 0.299 -1.510
H 0.059 -1.865 -0.651
H 0.573 -1.616 1.015
H -1.400 -0.536 1.589
H -1.801 -2.291 1.141
H -2.392 -1.344 -1.059
H -3.488 -0.730 0.115
H 2.331 -0.681 -0.683
H 2.143 0.210 0.989
H 1.489 1.983 -0.709
H 2.760 2.036 0.323

Summary:
- LUMO level (spin up / spin down): 3.95 / 3.78 eV
- ΔE to the lowest compared entry with this formula, charge and spin: 41.4 kcal/mol
- Total charge: -1
- Spin multiplicity: 2

Löwdin population analysis, charges in e, atoms 1 to 2: number 1, N, carries -0.035; number 2, C, carries -0.409



Entry 13:
Formula: C3H3N3O2
Source: the Open Molecules 2025 dataset
Level of theory: ωB97M-V/def2-TZVPD

Element x y z (Å)
C -0.631 -0.325 -0.069
C 1.525 -0.295 0.021
C 0.909 1.081 0.129
H -2.351 1.050 0.262
H 0.698 -2.119 0.327
H 1.402 1.957 0.042
N -1.777 -0.863 -0.065
N 0.508 -1.165 -0.026
N -0.375 0.919 -0.199
O -2.702 0.046 -0.168
O 2.795 -0.286 -0.254

Summary:
- LUMO level: -1.49 eV
- ΔE to the lowest compared entry with this formula, charge and spin: 119.5 kcal/mol
- SMILES string: O=C1C=N/C(=N\O)N1

Löwdin population analysis, charges in e, atoms 1 to 2: number 1, C, carries -0.508; number 2, C, carries -0.394



Entry 14:
Formula: C4H5NOS
Source: the Open Molecules 2025 dataset
Level of theory: ωB97M-V/def2-TZVPD

Element x y z (Å)
C 2.058 -0.667 -0.063
C 0.662 0.001 -0.026
C -1.481 0.297 -0.240
C -0.814 1.523 -0.159
H 2.324 -0.819 1.241
H 2.818 -0.315 -0.816
H 1.803 -1.756 -0.458
H -3.029 -1.497 0.516
H -1.250 2.572 0.168
N -0.436 -0.571 -0.171
O 0.508 1.399 0.048
S -3.163 -0.166 -0.040

Summary:
- LUMO level: 0.78 eV
- ΔE to the lowest compared entry with this formula, charge and spin: 58.5 kcal/mol

Löwdin population analysis, charges in e, atoms 1 to 2: number 1, C, carries -0.023; number 2, C, carries -0.414



Number 1: E -340.64683 a.u.. Number 2: E -362.87883 a.u.. Number 3: E -5993.89869 a.u.. Number 4: E -287.78139 a.u.. Number 5: E -283.48456 a.u.. Number 6: E -482.45352 a.u.. Number 7: E -1986.93616 a.u.. Number 8: E -8601.51194 a.u.. Number 9: E -1847.83585 a.u.. Number 10: E -611.43676 a.u.. Number 11: E -5835.95331 a.u.. Number 12: E -324.34417 a.u.. Number 13: E -430.73054 a.u.. Number 14: E -683.51475 a.u..